Record 1
The following is a DFT calculation (wB97M-V/def2-TZVPD) of a cluster of 18 separate species, C88H120F8O20 in total in a non-equilibrium geometry.

The geometry in XYZ format:
```
236
Properties=species:S:1:pos:R:3:lowdin_charge:R:1
O 42.8584 -5.7327 12.6248 0.07
C 42.1657 -5.0141 13.3311 -0.50
O 42.5357 -4.5438 14.5427 0.01
C 43.8591 -4.8441 15.0224 -0.22
C 44.0455 -4.4126 16.4537 -0.07
C 40.7695 -4.6676 12.9058 0.03
H 44.6646 -4.4475 14.4045 0.11
H 43.9921 -5.9242 15.0847 0.11
H 44.1932 -3.3534 16.6641 0.07
H 44.8369 -4.9610 16.9646 0.08
H 43.1025 -4.6217 16.9588 0.08
H 40.6562 -3.6625 12.4995 0.09
H 40.1205 -4.7445 13.7780 0.09
H 40.4205 -5.4379 12.2180 0.07
O 51.5639 -3.1661 10.1138 0.05
C 51.5723 -4.1732 9.3750 -0.56
O 52.5416 -4.5312 8.6663 0.01
C 53.7351 -3.7630 8.6012 -0.19
C 54.4136 -4.2548 7.3300 -0.05
C 50.4214 -5.1775 9.4195 0.03
H 54.3685 -3.8437 9.4846 0.13
H 53.5147 -2.7026 8.4790 0.13
H 55.4406 -3.9023 7.4247 0.08
H 53.9058 -3.8003 6.4793 0.08
H 54.4664 -5.3405 7.2489 0.07
H 50.0995 -5.3143 10.4518 0.09
H 50.6634 -6.1521 8.9955 0.06
H 49.5671 -4.7349 8.9071 0.08
O 50.7305 -11.8515 13.6669 0.07
C 50.8115 -10.7056 13.1786 -0.44
O 51.9095 -9.9129 12.9809 -0.05
C 53.1718 -10.2300 13.5410 -0.21
C 53.1670 -9.5146 14.9409 -0.06
C 49.5875 -9.9733 12.5588 0.03
H 53.9492 -9.7077 12.9834 0.10
H 53.4671 -11.2720 13.6634 0.12
H 52.8001 -8.4893 14.8950 0.07
H 54.1856 -9.4229 15.3178 0.07
H 52.5402 -10.0896 15.6226 0.07
H 49.2503 -9.2278 13.2789 0.08
H 48.8855 -10.7973 12.4311 0.05
H 49.7280 -9.4950 11.5895 0.07
O 48.2930 -0.4495 12.0224 0.08
C 47.6149 -1.3832 11.5997 -0.47
O 47.7332 -1.9115 10.3466 -0.05
C 48.6432 -1.4485 9.3621 -0.17
C 47.9729 -0.0930 8.8076 -0.03
C 46.5200 -2.1139 12.3760 0.04
H 48.7481 -2.1928 8.5727 0.09
H 49.6420 -1.2521 9.7520 0.11
H 48.3441 0.1162 7.8044 0.07
H 48.2605 0.6927 9.5062 0.07
H 46.8911 -0.1133 8.6762 0.05
H 46.7850 -3.1601 12.5286 0.07
H 45.6718 -2.1675 11.6935 0.06
H 46.2518 -1.6132 13.3063 0.08
O 53.1482 -8.2469 5.8938 0.08
C 52.2494 -7.7891 6.5889 -0.50
O 52.2197 -7.7867 7.9273 -0.03
C 53.4516 -7.9361 8.7102 -0.18
C 53.0473 -8.2164 10.1374 -0.06
C 50.9732 -7.3064 5.8693 0.03
H 54.0805 -7.0482 8.6444 0.10
H 54.0988 -8.7305 8.3385 0.12
H 52.4705 -9.1201 10.3340 0.07
H 52.5243 -7.4025 10.6397 0.08
H 53.8691 -8.3896 10.8322 0.07
H 50.2930 -6.7790 6.5382 0.06
H 50.4762 -7.9876 5.1787 0.08
H 51.3148 -6.5284 5.1866 0.08
O 45.3499 -5.1349 2.8230 0.08
C 45.3630 -5.7649 1.7829 -0.51
O 44.3031 -6.2406 1.0922 -0.01
C 42.9791 -5.7169 1.4532 -0.20
C 42.0512 -5.6167 0.2362 -0.06
C 46.6759 -6.1402 1.1134 0.01
H 43.0922 -4.7292 1.9001 0.11
H 42.4652 -6.4559 2.0679 0.09
H 41.9110 -6.5459 -0.3161 0.08
H 42.5389 -4.8577 -0.3755 0.08
H 41.0887 -5.2340 0.5756 0.07
H 46.6209 -6.9710 0.4099 0.08
H 47.4266 -6.4604 1.8359 0.08
H 47.0165 -5.3326 0.4654 0.08
O 48.6804 -4.1896 17.1773 0.08
C 48.1644 -3.6715 16.1851 -0.44
O 47.9197 -4.2655 14.9091 -0.06
C 48.3495 -5.5758 14.5949 -0.23
C 47.5734 -6.0399 13.3817 -0.07
C 47.8239 -2.2270 16.1644 0.01
H 48.1257 -6.3098 15.3690 0.12
H 49.4245 -5.5159 14.4247 0.13
H 47.9190 -5.4968 12.5021 0.07
H 46.5049 -5.8245 13.3744 0.07
H 47.6248 -7.0963 13.1183 0.06
H 46.9545 -2.1416 15.5125 0.06
H 48.5649 -1.6137 15.6517 0.10
H 47.6341 -1.8010 17.1495 0.09
O 40.4307 -8.7300 12.2471 0.06
C 39.7599 -8.3905 11.2652 -0.49
O 38.5189 -8.7823 10.9368 -0.01
C 37.7365 -9.6472 11.7211 -0.21
C 37.8787 -11.1230 11.2538 -0.05
C 40.4601 -7.4542 10.3150 0.02
H 36.7158 -9.2711 11.7910 0.12
H 38.1904 -9.6107 12.7114 0.11
H 37.5649 -11.2449 10.2171 0.07
H 37.1232 -11.6810 11.8070 0.07
H 38.8825 -11.5447 11.3056 0.08
H 40.5429 -7.8808 9.3153 0.09
H 41.4571 -7.2890 10.7233 0.07
H 39.9119 -6.5204 10.1905 0.08
O 48.6528 -5.0609 4.4349 0.04
C 49.4913 -4.1350 4.3401 -0.52
O 49.7303 -3.4236 3.2692 0.00
C 49.1312 -3.6730 1.9639 -0.17
C 47.8718 -2.8182 1.7840 -0.06
C 50.4011 -3.6932 5.4733 0.02
H 48.8117 -4.7097 1.8576 0.09
H 49.8453 -3.4108 1.1833 0.12
H 47.7117 -2.8527 0.7064 0.08
H 48.0939 -1.7736 2.0019 0.08
H 47.0449 -3.1950 2.3859 0.06
H 50.6270 -4.4099 6.2629 0.06
H 49.9826 -2.8047 5.9459 0.08
H 51.3834 -3.4706 5.0565 0.09
O 45.7528 -0.9009 6.3633 0.11
C 45.8901 -2.0504 6.6866 -0.53
O 45.4748 -2.6434 7.8547 -0.03
C 44.5136 -2.0325 8.6587 -0.22
C 44.0276 -3.0949 9.7041 -0.05
C 46.7124 -2.9883 5.8879 0.03
H 43.6624 -1.5788 8.1509 0.11
H 45.0183 -1.1979 9.1452 0.10
H 43.4551 -2.6581 10.5224 0.07
H 44.7140 -3.7790 10.2032 0.06
H 43.3080 -3.7704 9.2416 0.05
H 47.0348 -2.4956 4.9707 0.09
H 46.1034 -3.8686 5.6824 0.09
H 47.5974 -3.2446 6.4703 0.08
F 48.4880 -7.8152 9.3737 0.03
C 47.2991 -7.2724 8.9550 -0.27
C 47.1023 -7.1191 7.6024 0.01
C 45.8387 -6.6535 7.1164 -0.04
C 44.8070 -6.4223 8.0280 -0.10
C 45.0330 -6.6405 9.3451 -0.08
C 46.2912 -7.0392 9.8554 0.01
H 47.9308 -7.2628 6.9246 0.09
H 45.6937 -6.4754 6.0611 0.09
H 43.9327 -5.9077 7.6576 0.10
H 44.2166 -6.5593 10.0474 0.10
H 46.3888 -7.2814 10.9033 0.10
F 41.5044 -6.3161 5.9034 0.03
C 41.5214 -7.3475 5.0065 -0.28
C 40.3948 -8.1516 4.9332 0.01
C 40.4788 -9.3039 4.0865 -0.07
C 41.6839 -9.6014 3.4670 -0.10
C 42.8137 -8.7491 3.5146 -0.06
C 42.6795 -7.5888 4.3043 -0.04
H 39.5387 -7.9287 5.5527 0.11
H 39.6691 -10.0135 4.0011 0.10
H 41.5684 -10.5157 2.9039 0.10
H 43.7878 -8.9551 3.0962 0.09
H 43.4890 -6.8846 4.4273 0.11
F 49.1224 -9.4171 5.9629 0.03
C 48.5368 -9.8919 4.8487 -0.24
C 47.5434 -9.0796 4.2532 0.02
C 46.8578 -9.5477 3.1218 -0.10
C 47.1464 -10.7706 2.6400 -0.12
C 48.0385 -11.6302 3.2611 -0.07
C 48.7100 -11.2293 4.4387 0.02
H 47.3152 -8.0720 4.5679 0.10
H 46.0981 -8.8973 2.7141 0.09
H 46.6143 -11.1180 1.7668 0.11
H 48.2700 -12.5838 2.8102 0.11
H 49.3336 -11.9337 4.9691 0.10
F 43.8373 -11.2309 10.9529 0.03
C 44.5603 -10.5452 11.9143 -0.24
C 45.7010 -11.0597 12.5066 -0.03
C 46.3210 -10.4382 13.5969 -0.08
C 45.6653 -9.3454 14.2336 -0.08
C 44.6572 -8.7286 13.4974 -0.09
C 44.1208 -9.2944 12.3278 0.00
H 46.1368 -11.9764 12.1376 0.11
H 47.1792 -10.8648 14.0947 0.10
H 46.0351 -8.9539 15.1698 0.10
H 44.2431 -7.8221 13.9135 0.08
H 43.2743 -8.7372 11.9544 0.10
F 45.9052 -13.5434 4.3994 0.02
C 45.5635 -12.6692 5.3986 -0.26
C 46.2423 -12.7247 6.6260 -0.01
C 45.9932 -11.7378 7.5726 -0.07
C 45.0479 -10.7918 7.2924 -0.09
C 44.3258 -10.7694 6.0837 -0.05
C 44.6072 -11.7108 5.0727 -0.01
H 46.9626 -13.5093 6.8054 0.11
H 46.5200 -11.8107 8.5126 0.09
H 44.7937 -10.0391 8.0241 0.10
H 43.7102 -9.9144 5.8459 0.08
H 44.1955 -11.6586 4.0757 0.11
F 40.7885 -4.5121 7.8859 0.04
C 39.5568 -3.9762 7.6889 -0.27
C 38.9360 -4.0727 6.4322 0.00
C 37.6299 -3.5701 6.2526 -0.07
C 36.9839 -2.9924 7.3275 -0.12
C 37.6073 -2.8002 8.5205 -0.08
C 38.9476 -3.2333 8.6697 -0.02
H 39.3562 -4.5659 5.5682 0.10
H 37.1003 -3.7406 5.3270 0.10
H 35.9550 -2.7261 7.1357 0.10
H 37.1357 -2.3187 9.3643 0.10
H 39.4782 -3.0112 9.5838 0.11
F 48.1408 -12.0236 10.4674 0.04
C 49.0488 -12.1438 9.4748 -0.25
C 49.2887 -13.4144 8.8770 0.00
C 50.1254 -13.4970 7.7523 -0.09
C 50.7240 -12.3848 7.2322 -0.13
C 50.5388 -11.1841 7.8396 -0.09
C 49.7220 -11.0297 8.9384 0.00
H 48.7984 -14.3285 9.1778 0.11
H 50.3919 -14.4230 7.2645 0.11
H 51.3988 -12.4626 6.3925 0.11
H 50.9702 -10.3132 7.3686 0.10
H 49.4992 -10.0671 9.3746 0.09
F 40.3312 0.3510 4.9973 0.08
C 40.7796 -0.8876 4.8379 -0.28
C 40.5359 -1.5192 3.6458 -0.02
C 41.0813 -2.7745 3.3978 -0.09
C 41.8974 -3.3992 4.3379 -0.08
C 42.1865 -2.7469 5.5673 -0.06
C 41.6241 -1.4945 5.8008 0.00
H 39.9220 -1.1529 2.8362 0.12
H 41.0048 -3.1983 2.4074 0.09
H 42.2845 -4.3977 4.1982 0.08
H 42.8111 -3.2117 6.3159 0.10
H 41.8576 -0.9448 6.7006 0.11
```

For the HOMO-LUMO gap, the calculation gives 0.34000 hartree. As for the HOMO energy: -8.8 eV.


Record 2
The following is a DFT calculation (wB97M-V/def2-TZVPD) of a cluster of 8 separate species, C88H52O22 in total in a non-equilibrium geometry.

The geometry in XYZ format:
```
162
Properties=species:S:1:pos:R:3:lowdin_charge:R:1
C -0.8785 1.5463 33.0957 0.04
C -1.4914 2.2029 32.1196 -0.16
C -1.0002 3.4968 31.5391 -0.26
O -1.5112 4.1346 30.5821 0.08
C 0.2589 3.9475 32.2330 0.09
C 0.8017 3.3433 33.3491 -0.17
C 0.3357 1.9525 33.7405 -0.31
O 0.8054 1.1687 34.5493 0.13
O 1.8975 3.8400 34.0288 0.07
O -2.7861 1.7468 31.6174 0.03
H -1.4869 0.7220 33.4375 0.13
H 0.8713 4.8181 32.0503 0.13
H 2.1642 3.0925 34.5690 0.04
H -2.9369 2.2182 30.7948 0.09
C -6.9960 -6.3185 37.4719 0.09
C -7.7047 -5.3814 36.7993 -0.24
C -7.0594 -4.1538 36.2185 -0.28
O -7.7612 -3.3945 35.5164 0.09
C -5.6498 -4.0804 36.5497 0.08
C -5.0399 -5.0183 37.2718 -0.23
C -5.5463 -6.2504 37.7918 -0.30
O -4.8208 -7.0292 38.4134 0.12
O -3.7858 -4.6571 37.6288 0.07
O -8.9691 -5.6474 36.4729 0.10
H -7.6560 -7.1669 37.5775 0.13
H -5.0911 -3.2385 36.1684 0.13
H -3.5355 -5.0859 38.4504 0.10
H -9.2056 -5.1683 35.6753 0.08
C 0.5517 -2.6216 35.9325 0.08
C -0.7661 -2.2814 35.5736 -0.22
C -1.7363 -3.3707 35.1540 -0.27
O -2.9388 -3.1575 34.8267 0.05
C -1.1216 -4.7235 35.1895 0.06
C 0.1838 -4.9094 35.4845 -0.25
C 1.1711 -3.9217 35.9703 -0.32
O 2.2857 -4.1655 36.4503 0.10
O 0.7157 -6.1237 35.4363 0.11
O -1.2472 -1.0664 35.6316 0.13
H 1.0196 -1.7578 36.3813 0.12
H -1.6183 -5.5823 34.7628 0.14
H 1.5977 -6.0753 35.8120 0.07
H -2.0773 -1.0941 35.1502 0.11
C -1.8360 -1.5573 30.4243 -0.08
C -1.9867 -2.7979 31.0258 -0.05
C -0.8755 -3.3808 31.7370 0.02
C 0.3888 -2.6894 31.8071 -0.05
C 0.5221 -1.3738 31.2604 -0.05
C -0.7048 -0.8318 30.6985 -0.02
C 1.7714 -0.5171 31.3249 -0.26
O 1.8067 0.5602 30.7813 0.11
C 2.9246 -1.2258 32.1375 -0.06
C 4.1030 -0.4842 32.2442 0.02
C 5.1698 -0.9373 33.1086 -0.05
C 5.0297 -2.1374 33.7587 -0.05
C 3.7987 -2.8373 33.6478 0.00
C 2.8102 -2.4663 32.8000 -0.11
C 1.6488 -3.3185 32.4229 -0.25
O 1.5652 -4.4957 32.7600 0.10
H -2.6703 -1.1455 29.8759 0.11
H -2.9198 -3.2485 30.7215 0.10
H -1.1636 -4.3279 32.1686 0.10
H -0.5470 0.1875 30.3780 0.10
H 4.1670 0.4134 31.6470 0.11
H 6.1158 -0.4173 33.1382 0.11
H 5.8091 -2.4813 34.4224 0.11
H 3.7133 -3.7778 34.1718 0.11
C 6.1773 -1.4532 37.4958 -0.08
C 4.7701 -1.2669 37.4548 -0.01
C 4.2643 -0.1799 36.6413 0.02
C 5.1577 0.7391 36.0983 -0.11
C 6.5095 0.6765 36.4451 -0.03
C 7.0486 -0.4839 37.0809 -0.02
C 7.5899 1.7352 36.0243 -0.34
O 8.6813 1.7983 36.4077 0.17
C 7.1367 2.6966 35.0524 -0.08
C 7.9933 3.5939 34.3466 0.03
C 7.6060 4.3046 33.1765 -0.07
C 6.3444 4.1872 32.7133 -0.08
C 5.4048 3.4993 33.4715 0.02
C 5.8189 2.6411 34.5344 -0.05
C 4.7268 1.8623 35.2277 -0.28
O 3.5707 2.1500 35.1213 0.11
H 6.7218 -2.2893 37.9091 0.10
H 4.1064 -2.0450 37.8018 0.10
H 3.1857 -0.2303 36.6591 0.11
H 8.1108 -0.6788 37.0859 0.12
H 8.9959 3.8235 34.6758 0.11
H 8.2915 4.9048 32.5967 0.11
H 6.0060 4.7453 31.8529 0.11
H 4.3777 3.4089 33.1503 0.11
C 8.0012 -7.9357 36.5463 -0.04
C 7.1581 -6.8126 36.7992 -0.05
C 5.7601 -6.8807 36.5884 0.00
C 5.1411 -8.1386 36.6107 -0.06
C 5.9774 -9.2633 36.5588 -0.09
C 7.3807 -9.1767 36.3038 0.03
C 5.3072 -10.5556 36.6498 -0.37
O 5.9754 -11.5179 36.7001 0.15
C 3.9475 -10.7203 36.2350 -0.09
C 3.3903 -11.9113 35.6765 0.03
C 2.1679 -11.8431 34.9757 -0.07
C 1.3226 -10.7581 35.0396 -0.06
C 1.7706 -9.6476 35.7520 0.01
C 3.0566 -9.6340 36.3517 -0.06
C 3.6143 -8.2942 36.8077 -0.22
O 2.8504 -7.3666 37.0485 0.08
H 9.0649 -7.7915 36.4271 0.10
H 7.5696 -5.8201 36.9084 0.09
H 5.1684 -6.0201 36.8635 0.11
H 7.9822 -10.0610 36.1533 0.12
H 3.9293 -12.8371 35.8131 0.12
H 1.7938 -12.7808 34.5921 0.10
H 0.3211 -10.9431 34.6800 0.11
H 1.0924 -8.8099 35.8198 0.11
C -12.4890 -5.8662 31.3672 -0.07
C -12.6626 -5.1583 30.2471 -0.09
C -11.6785 -4.2941 29.7970 0.02
C -10.5312 -3.9868 30.6078 -0.07
C -10.3478 -4.7474 31.8053 -0.08
C -11.2982 -5.7185 32.1368 0.01
C -9.0696 -4.6498 32.6144 -0.17
O -8.8801 -5.5074 33.5344 0.04
C -7.9521 -3.6632 32.1823 -0.07
C -6.6546 -3.7375 32.7162 -0.01
C -5.6992 -2.8196 32.3209 -0.05
C -5.9616 -1.9646 31.2409 -0.05
C -7.2098 -1.9409 30.5890 0.02
C -8.1909 -2.8665 31.0643 -0.08
C -9.5568 -2.8832 30.3600 -0.20
O -9.8304 -2.2057 29.3031 0.04
H -13.1633 -6.6284 31.7291 0.11
H -13.5539 -5.3974 29.6860 0.11
H -11.8590 -3.7754 28.8671 0.11
H -11.2369 -6.3940 32.9773 0.11
H -6.5055 -4.2693 33.6443 0.10
H -4.7343 -2.8651 32.8040 0.09
H -5.2706 -1.1649 31.0184 0.10
H -7.3871 -1.2401 29.7866 0.11
C -1.1456 -2.5380 39.3826 -0.03
C -1.1902 -3.9567 39.3061 -0.06
C -0.7640 -4.8031 40.3677 0.02
C -0.2147 -4.1603 41.5159 -0.07
C -0.1583 -2.7670 41.5975 -0.09
C -0.7019 -1.8931 40.5853 0.04
C 0.4999 -2.0993 42.7553 -0.28
O 0.3349 -0.9021 42.8112 0.11
C 1.2110 -3.0358 43.7330 -0.05
C 1.9302 -2.4805 44.8170 -0.03
C 2.3552 -3.2351 45.8094 -0.11
C 2.2201 -4.6112 45.8660 -0.01
C 1.5923 -5.1886 44.7187 0.00
C 1.0784 -4.4221 43.7003 -0.11
C 0.2819 -5.1236 42.6093 -0.21
O 0.0705 -6.3654 42.5761 0.07
H -1.3112 -1.9779 38.4742 0.09
H -1.4624 -4.3690 38.3457 0.08
H -0.7428 -5.8773 40.2584 0.11
H -0.6813 -0.8142 40.5413 0.11
H 2.0278 -1.4173 44.9796 0.13
H 2.7539 -2.7377 46.6812 0.11
H 2.5664 -5.2118 46.6942 0.11
H 1.3881 -6.2491 44.7095 0.12
```

For the HOMO-LUMO gap, the calculation gives 0.27063 hartree. As for the HOMO energy: -9.3 eV. As for the SMILES: O=C1c2ccccc2C(=O)c2ccccc21.O=C1c2ccccc2C(=O)c2ccccc21.O=C1c2ccccc2C(=O)c2ccccc21.O=C1c2ccccc2C(=O)c2ccccc21.O=C1c2ccccc2C(=O)c2ccccc21.O=C1C=C(O)C(=O)C=C1O.O=C1C=C(O)C(=O)C=C1O.O=C1C=C(O)C(=O)C=C1O.


- Which value of HOMO-LUMO gap does entry 1 give?
  0.34000 hartree